Record 1
33
Properties=species:S:1:pos:R:3:mulliken_spin:R:1 method="wB97M-V/def2-TZVPD" spin_multiplicity=7 homo_lumo_gap_ha="0.20358 / 0.20482" total_charge=-1 lumo_ev="2.4 / 2.5"
C 0.13895 1.07921 -2.19090 0.016
H -5.13062 -1.94520 0.13101 0.000
C -2.27628 -3.13438 1.47655 0.000
C 4.83543 -0.17248 0.10926 0.003
Cl -0.83563 2.96618 1.91010 -0.009
H 5.26845 1.96625 -0.09048 0.000
H -3.14241 -3.66524 -0.53730 0.000
H -1.82429 -0.01525 -2.36615 -0.001
H -2.28353 -2.09051 3.47275 -0.001
C -4.25534 -2.17951 0.74000 -0.001
C 4.49816 1.18644 0.02830 -0.003
H -1.38259 -3.75862 1.52811 -0.001
C -1.27299 0.88388 -2.06648 -0.047
H 0.86719 0.34334 -2.52642 0.004
C 3.13176 1.57231 0.07391 -0.028
H -0.84447 4.03286 -0.93126 0.000
C 2.15388 0.59407 0.22085 -0.030
H -2.88989 2.28032 -1.32284 0.002
H 1.66553 -1.53198 0.14111 0.002
H 4.07558 -2.22101 0.24200 0.000
H 5.88964 -0.47088 0.10027 0.000
C -1.82883 2.08359 -1.50092 -0.002
C 3.82675 -1.14634 0.20296 -0.001
C 0.44888 2.39816 -1.74100 0.001
C -3.97539 -1.66657 2.04761 -0.002
C -3.20478 -3.08756 0.38699 -0.001
C -2.75227 -2.25586 2.50155 0.002
H 2.87092 2.63227 -0.04310 0.000
C 2.45786 -0.76138 0.20710 -0.019
Tb -0.30679 1.19323 0.22351 6.106
H -4.60298 -0.97275 2.60948 0.000
H 1.43777 2.83747 -1.70844 0.004
C -0.75766 3.02594 -1.32813 0.004


Record 2
37
Properties=species:S:1:pos:R:3:nbo_charge:R:1 method="wB97M-V/def2-TZVPD" de_lowest_kj_mol=0.00 homo_lumo_gap_ha=0.27424 total_charge=0 lumo_ev=-0.3
C 2.09624 -3.21987 0.05268 0.611
H 0.68148 3.89294 1.07866 0.215
H -0.79538 2.19656 1.67787 0.217
C -1.35012 -1.85330 0.91594 0.158
H -1.82369 0.98139 -2.32994 0.222
C -1.85380 1.75513 -1.49425 -0.612
H -2.68176 -0.29382 0.84235 0.418
H -1.78388 2.69406 -2.07576 0.219
O 2.73234 -4.29426 0.21144 -0.603
C -0.69095 0.14341 0.08313 0.218
H 2.31787 1.54498 0.09945 0.190
H -0.39915 4.76776 0.17447 0.205
N 2.78788 -0.89884 -0.76862 -0.241
C -0.04751 -2.01117 0.40140 -0.044
C 0.34527 -0.69441 -0.06306 -0.140
H -2.84148 -2.75023 2.12963 0.227
H -0.04330 3.81174 -1.88047 0.189
N 2.91243 -2.23093 -0.52050 -0.436
H 1.66730 3.90215 -1.26032 0.226
C -1.27126 -4.19701 1.59721 0.377
H -1.95011 3.02383 0.59587 0.208
C 1.77318 1.24563 -0.79607 -0.254
C -0.02735 -4.34031 1.08958 -0.244
C -0.95312 2.65420 0.65565 -0.417
F -1.89853 -5.26808 2.21774 -0.330
C -0.70302 1.58168 -0.44044 0.094
N 0.55491 2.09376 -1.04765 -0.451
H 0.50407 -5.29598 0.93401 0.264
C 0.71679 -3.16822 0.50890 -0.091
H -2.84473 1.70114 -1.03094 0.199
H 2.38920 1.46907 -1.69938 0.230
C -1.99244 -2.93440 1.53873 -0.276
C 0.01582 3.77004 0.26544 -0.428
H 3.86762 -2.59104 -0.74936 0.419
N -1.70821 -0.52924 0.75405 -0.540
C 1.64600 -0.20010 -0.57922 0.209
C 0.65139 3.54174 -1.08823 -0.209


Record 3
44
Properties=species:S:1:pos:R:3:mulliken_spin:R:1 method="wB97M-V/def2-TZVPD" de_lowest_kj_mol=97.46 spin_multiplicity=2 homo_lumo_gap_ha="0.23475 / 0.23135" total_charge=-2 lumo_ev="4.2 / 4.1"
C -1.99243 -2.63241 -0.01850 0.002
H -1.29448 -0.21463 -6.05833 0.000
H -1.69388 -2.84337 -2.09818 0.000
Hg 0.27047 0.50836 0.38310 0.003
H 1.78608 -2.44853 -4.08514 0.000
H -0.37732 3.52699 1.54810 0.000
C -1.25293 -0.09976 -3.93794 0.000
O -3.26919 0.61836 -3.08083 0.000
C -1.52971 -3.44834 -1.19878 0.000
H -2.11668 4.41179 -0.25260 0.000
O 0.12480 -1.51955 -7.50313 0.000
O -2.66269 1.39105 -4.99097 0.000
C -0.78950 -0.52557 -5.15754 0.000
C -1.18710 3.89683 -0.46521 0.000
H 3.86746 -3.15839 3.49884 0.023
N 0.73717 -1.86064 -6.49208 0.000
H -1.22184 3.72217 -2.70869 0.000
N -2.45614 0.72745 -3.97389 0.000
C 0.74981 2.69239 -0.21562 0.000
H -0.45970 -3.64924 -1.13135 0.001
O 1.67007 -2.95698 -1.54515 -0.007
H 1.77209 2.68209 0.14977 0.000
O 1.71689 -0.86176 -0.76684 0.002
C -0.70803 3.53510 -1.77345 0.000
H 2.15700 -3.75556 3.92891 0.018
H -3.81864 -3.70234 0.41123 0.000
C -0.61717 -0.44011 -2.67268 0.002
I 2.44231 -3.59285 1.22638 0.136
C 0.30002 -1.36918 -5.21685 0.000
H -3.65875 -2.11463 1.22868 0.000
C -0.30200 3.42197 0.47414 0.000
H -4.02264 -2.20658 -0.51203 0.000
C 2.95916 -3.66945 3.20589 0.829
C -3.47046 -2.67048 0.31216 0.000
C 1.36944 -1.75032 -1.60302 -0.006
C 0.46620 2.83918 -1.62885 0.000
O 1.67669 -2.64669 -6.52960 0.000
I 0.34711 0.19711 3.07920 0.002
H -2.10219 -4.37205 -1.30019 0.000
O -1.23916 -1.92505 0.60111 0.000
C 0.95047 -1.76466 -4.03014 0.001
O -1.06705 -0.04873 -1.57803 0.000
C 0.55460 -1.30007 -2.81164 -0.006
H 1.07637 2.43577 -2.42606 0.000


Record 4
38
Properties=species:S:1:pos:R:3:nbo_charge:R:1 method="wB97M-V/def2-TZVPD" homo_lumo_gap_ha=0.31235 total_charge=+1 lumo_ev=-3.5
H 3.19829 -5.35235 0.10109 0.228
H 2.16020 -3.89936 4.04917 0.245
H -1.43331 3.27308 -2.49491 0.200
C 2.74891 -4.62779 0.76959 -0.210
N 1.59078 -2.53021 1.02153 -0.560
H -3.41571 5.63237 1.04768 0.216
H -1.68314 5.68538 3.32559 0.209
C 2.16998 -3.82372 2.96400 -0.233
C 2.45975 -3.77644 -3.55386 -0.133
H -3.44225 5.32292 3.33248 0.195
C -2.87462 3.11381 -0.20405 0.656
H 3.26609 -5.65635 2.59339 0.242
C -2.46593 5.03741 2.91305 -0.083
C 1.26150 -1.79727 -2.91324 0.059
C 2.06466 -3.23145 -1.23857 0.161
H 2.88535 -4.43128 -4.30952 0.242
N -2.64967 3.66562 1.07483 -0.504
O -3.00987 1.91212 -0.34193 -0.536
C 2.13945 -3.48393 0.22254 0.169
O -2.50503 1.63892 2.32459 -0.552
C -2.29873 3.94272 -2.47437 -0.306
H -3.65734 4.95676 -1.14517 0.224
C 1.76721 -2.62180 -3.92134 -0.234
C 2.60600 -4.09839 -2.20062 -0.206
H 0.69630 -0.88109 -3.12127 0.212
C 2.77636 -4.78784 2.15779 -0.133
H 1.60701 -2.33323 -4.95808 0.245
C -2.44407 2.83759 2.23139 0.896
H 3.12528 -4.98695 -1.86640 0.230
Li 1.15214 -0.84562 -0.04594 0.961
H -2.56760 4.50714 -3.36896 0.217
C -2.96833 4.11595 -1.32368 -0.316
C -2.53833 5.08459 1.40729 -0.239
C 1.56924 -2.71651 2.35356 0.061
H -1.62194 5.51908 0.98225 0.205
N 1.44268 -2.08593 -1.61512 -0.563
H 1.05941 -1.94796 2.94014 0.216
O -2.17071 3.66999 3.28505 -0.483


Record 5
38
Properties=species:S:1:pos:R:3:nbo_charge:R:1 method="wB97M-V/def2-TZVPD" de_lowest_kj_mol=174.03 homo_lumo_gap_ha=0.30642 total_charge=0 lumo_ev=0.3
N 3.46767 -0.21719 1.91332 -0.276
C 2.66411 0.97748 0.31236 0.149
C -1.19259 -0.98405 1.10303 -0.253
H 3.61766 0.65008 -2.28498 0.227
N 2.59242 0.73598 1.60042 -0.305
H -5.21890 1.53934 -0.47435 0.182
C -2.43140 -1.20458 0.49794 0.286
H -4.92275 -2.38457 0.54719 0.184
H -0.71074 -1.83624 1.55568 0.229
H 1.00834 3.95880 0.75829 0.251
N 3.60498 0.17302 -0.26121 -0.345
H 0.35184 0.36708 1.63812 0.240
C 4.09215 -0.57571 0.81443 0.273
H 6.33006 -2.39985 -0.91975 0.224
O -1.40650 3.67420 0.26977 -0.542
H 5.47276 -2.10166 1.40427 0.240
H -4.17351 -2.73310 -1.03035 0.185
H -4.44074 1.22669 -2.05214 0.179
C -5.00350 0.77666 -1.22860 -0.252
C -0.59620 0.25638 1.13630 -0.178
C 5.10075 -1.52766 0.57292 -0.197
C -0.71298 2.70951 0.51665 0.562
C -3.10155 -0.10697 -0.08657 0.274
O -4.32155 -0.32266 -0.67431 -0.523
H -4.15540 -3.96569 0.25605 0.189
C -2.49641 1.13515 -0.04162 -0.244
C 5.03387 -0.89598 -1.76189 -0.253
H 1.11790 2.42275 1.68103 0.284
S 1.72832 2.12808 -0.59377 0.270
C 0.77413 2.89387 0.76239 -0.619
H -2.97308 1.99945 -0.47574 0.239
H 5.41102 -1.03291 -2.76175 0.230
C -1.24526 1.33948 0.54867 -0.194
C -4.09992 -2.89758 0.04612 -0.241
H -5.93954 0.37168 -1.61078 0.199
O -2.84681 -2.49166 0.55254 -0.489
C 5.55880 -1.67864 -0.69983 -0.203
C 4.06257 0.02103 -1.52983 0.018


Record 6
36
Properties=species:S:1:pos:R:3:nbo_charge:R:1 method="wB97M-V/def2-TZVPD" de_lowest_kj_mol=1343.72 homo_lumo_gap_ha=0.29629 total_charge=0 lumo_ev=-0.1
C -1.62376 2.44377 2.43740 -0.206
H 1.56370 -2.89074 -2.63920 0.185
H -3.22187 3.62927 -2.19182 0.210
C 1.16853 -2.22347 -2.10707 -0.407
C 0.37051 -3.16439 -1.15195 -0.299
C -1.06854 2.20603 3.44276 -0.202
N 0.11543 0.81276 -1.05114 -0.479
C 1.98491 -1.00560 -1.17976 -0.262
C -0.96381 1.63660 -1.23508 0.440
H 3.02091 -1.48235 -1.14438 0.210
H 0.94073 -3.89064 0.95859 0.210
C -1.68720 2.27097 -2.45908 -0.289
C 1.23626 -3.14423 0.26814 -0.409
N 1.27604 -0.87626 0.11496 -0.409
C 0.30106 1.39893 3.39260 -0.169
H -0.65073 -2.65401 -0.59286 0.146
H 0.11072 -3.94413 -1.53386 0.161
H 2.14647 -3.67145 -0.11074 0.180
H 2.28773 -2.00292 1.44335 0.193
C -1.07056 1.76489 0.95769 0.329
C 0.42260 0.18671 0.07380 0.427
H -1.40505 2.64416 4.49982 0.232
C -0.04822 0.78350 1.10754 -0.179
C 0.48501 0.52843 2.45087 -0.220
H -2.47301 3.05666 2.09569 0.254
H 0.19274 -1.61202 -2.47795 0.219
N -1.30467 1.81198 -4.81686 -0.288
H 1.44421 0.04849 2.35314 0.221
H 1.97450 -0.26993 -2.03696 0.276
C -1.47193 2.09229 -3.72022 0.239
C -2.56931 2.97015 -1.83545 0.073
N -2.64729 2.90431 -0.37305 -0.391
H 0.58044 1.16470 4.60768 0.219
C 1.51724 -1.78201 0.89963 -0.211
H 0.68461 -1.68936 1.60566 0.207
N -1.61841 1.94892 -0.05189 -0.211


Record 7
40
Properties=species:S:1:pos:R:3:nbo_charge:R:1 method="wB97M-V/def2-TZVPD" de_lowest_kj_mol=0.00 homo_lumo_gap_ha=0.28697 total_charge=0 lumo_ev=-0.4
N -0.98449 -0.78292 -0.87162 -0.485
N -2.28598 -0.37584 -2.60248 -0.168
C -2.25433 -1.18950 -0.68833 0.225
N 0.27801 -1.14679 2.18277 -0.616
C -0.30490 0.73367 -3.96856 0.099
H 5.18779 2.45473 0.63940 0.175
H -4.26314 -1.16625 -4.29667 0.250
N -0.00808 0.29656 -2.77270 -0.411
O -0.13562 -2.01420 4.26300 -0.607
H -4.68538 0.37054 -3.57550 0.252
H -4.15682 0.31571 -5.27547 0.232
H -0.02526 -1.20416 1.21326 0.440
C -1.58416 0.64381 -4.54525 -0.319
C -2.63380 -1.76757 0.62341 0.761
N -3.06976 -0.95990 -1.70490 -0.266
C 4.25507 2.92621 0.31247 -0.251
C 3.41448 1.57402 2.65415 -0.324
C 1.91365 -0.04030 3.63957 -0.273
H 3.40502 1.03316 4.71487 0.213
H 4.22419 2.27428 2.78287 0.215
H -1.76263 1.02454 -5.53684 0.236
O -3.64954 -1.55257 1.22336 -0.534
C -4.01115 -0.10626 -4.28605 -0.655
C 1.78676 0.45367 1.28468 -0.261
O -1.60794 -2.50589 1.06027 -0.498
H 4.02300 3.76756 0.97404 0.175
C 2.82993 1.36749 1.40872 0.311
C -0.98762 -0.25969 -2.08342 0.486
C -0.36341 -1.92524 3.07746 0.658
H 1.34141 0.30318 0.31265 0.229
O 3.19782 2.00128 0.25897 -0.495
C -1.49631 -2.76624 2.44831 -0.175
H 0.51120 1.18525 -4.51452 0.205
C 1.32986 -0.24783 2.39258 0.164
H -1.26486 -3.82532 2.58530 0.220
C -2.60922 0.06769 -3.83387 0.282
H -2.43634 -2.53503 2.96079 0.236
H 4.37684 3.29367 -0.70544 0.197
C 2.94767 0.86785 3.75080 -0.175
H 1.55805 -0.58335 4.49792 0.252


no.,calculated total energy (eV)
1,-51792.714
2,-27558.345
3,-56567.410
4,-27648.729
5,-38281.826
6,-24271.309
7,-32476.249